16
Properties=species:S:1:pos:R:3 method="wB97M-V/def2-TZVPD" smiles="N=[S@](=O)([O-])c1ccccc1" charge=-1 multiplicity=1 total_energy_ha=-835.62741 homo_ev=-4.415 e_above_lowest_ev=1.750
N -0.124 2.821 -1.059
S 0.490 1.661 -1.878
O 1.934 1.705 -2.179
O -0.425 1.134 -2.880
C 0.138 -0.032 -0.470
C -0.699 0.513 0.479
C -0.981 -0.326 1.546
C -0.526 -1.599 1.614
C 0.333 -2.104 0.666
C 0.687 -1.272 -0.434
H 0.571 2.944 -0.265
H -0.953 1.540 0.439
H -1.418 0.132 2.430
H -0.781 -2.387 2.342
H 0.464 -3.137 0.830
H 1.290 -1.593 -1.180

18
Properties=species:S:1:pos:R:3 method="wB97M-V/def2-TZVPD" smiles="O=C([O-])C(S)(S)Cc1nccs1" charge=-1 multiplicity=1 total_energy_ha=-1632.05619 homo_ev=-4.584 e_above_lowest_ev=0.191
O 4.130 0.972 0.297
C 3.172 0.191 0.516
O 3.108 -0.784 1.269
C 1.796 0.352 -0.335
S 1.592 -1.051 -1.389
S 1.964 1.915 -1.181
C 0.449 0.544 0.904
C -0.764 0.110 0.296
N -0.994 -1.052 -0.170
C -2.240 -1.147 -0.718
C -2.940 0.047 -0.790
S -2.112 1.324 -0.001
H 2.025 -1.678 -0.198
H 3.288 1.867 -0.948
H 0.362 1.721 1.155
H 0.718 -0.028 1.776
H -2.486 -1.990 -1.229
H -3.920 0.194 -1.211

15
Properties=species:S:1:pos:R:3 method="wB97M-V/def2-TZVPD" charge=+1 multiplicity=1 total_energy_ha=-544.55768 homo_ev="-11.999 / -12.108" e_above_lowest_ev=2.208
O 0.504 1.487 2.294
C 0.664 0.387 1.795
C 0.469 0.068 0.346
C 1.678 -0.078 -0.250
Na -0.532 3.238 1.292
H 1.110 -0.437 2.388
H 1.874 0.039 -1.315
H 2.591 -0.292 0.310
C -1.529 0.373 0.233
O -1.754 1.540 0.219
C -0.986 -1.725 -1.369
C -0.739 -0.422 -1.200
H -1.602 -2.062 -2.203
H -0.907 -2.425 -0.533
H -0.841 0.309 -2.006

13
Properties=species:S:1:pos:R:3 method="wB97M-V/def2-TZVPD" smiles="C#CC1=CCOC1" multiplicity=1 total_energy_ha=-307.30576 homo_ev=-9.074 e_above_lowest_ev=4.291
C 0.057 0.572 2.568
C -0.233 -0.411 1.904
C -0.163 -0.508 0.474
C 0.394 -1.293 -0.440
C 0.621 -0.483 -1.692
O 0.069 0.807 -1.426
C -0.280 0.897 -0.065
H 0.322 1.340 3.249
H 0.715 -2.321 -0.325
H 1.694 -0.387 -1.926
H 0.121 -0.911 -2.574
H -1.258 1.388 0.002
H 0.350 1.432 0.765

13
Properties=species:S:1:pos:R:3 method="wB97M-V/def2-TZVPD" smiles="CC1=C2O[C@@H]2C=C1" multiplicity=1 total_energy_ha=-307.23856 homo_ev="-7.749 / -8.204" e_above_lowest_ev=6.119
C 1.835 -0.989 -0.081
C 0.546 -0.457 -0.138
C -1.141 -1.007 0.276
O -2.090 -0.859 -0.665
C -1.936 0.224 0.269
C -1.035 1.293 -0.005
C 0.272 0.903 -0.194
H 1.794 -2.051 -0.147
H 2.415 -0.951 0.856
H 2.420 -0.402 -0.846
H -2.823 0.445 0.857
H -1.337 2.284 0.045
H 1.081 1.568 -0.227

13
Properties=species:S:1:pos:R:3 method="wB97M-V/def2-TZVPD" smiles=C#CC(C#C)CO multiplicity=1 total_energy_ha=-307.29779 homo_ev=-9.802 e_above_lowest_ev=4.507
C -1.502 -1.945 -0.702
C -0.939 -1.021 -0.168
C -0.108 0.189 -0.165
C -0.757 1.434 0.285
C -1.235 2.482 0.643
C 1.357 0.069 0.311
O 1.972 -1.027 -0.316
H -2.004 -2.843 -0.958
H -0.021 0.066 -1.255
H -1.679 3.417 0.923
H 1.478 0.039 1.404
H 1.873 0.967 -0.046
H 1.565 -1.826 0.044

13
Properties=species:S:1:pos:R:3 method="wB97M-V/def2-TZVPD" smiles="C#CC1=CCOC1" multiplicity=1 total_energy_ha=-307.36321 homo_ev=-9.017 e_above_lowest_ev=2.727
C -2.975 0.140 -0.407
C -1.810 -0.149 -0.311
C -0.394 -0.180 -0.149
C 0.425 -1.134 0.278
C 1.796 -0.547 0.430
O 1.677 0.818 0.039
C 0.330 1.131 -0.280
H -4.020 0.342 -0.488
H 0.145 -2.156 0.514
H 2.141 -0.613 1.472
H 2.527 -1.061 -0.210
H 0.274 1.553 -1.293
H -0.116 1.854 0.406

13
Properties=species:S:1:pos:R:3 method="wB97M-V/def2-TZVPD" smiles=C#CC[C@H](O)C#C multiplicity=1 total_energy_ha=-307.26704 homo_ev=-9.633 e_above_lowest_ev=5.344
C -1.752 1.556 -0.728
C -1.289 0.450 -0.767
C -0.684 -0.872 -0.689
C 0.349 -0.915 0.496
O 0.009 -0.310 1.797
C 1.480 -0.046 0.383
C 2.340 0.809 0.483
H -2.175 2.535 -0.708
H -1.454 -1.640 -0.542
H -0.244 -1.127 -1.676
H 0.657 -1.982 0.569
H -0.312 0.613 1.658
H 3.075 0.928 -0.276

13
Properties=species:S:1:pos:R:3 method="wB97M-V/def2-TZVPD" multiplicity=1 total_energy_ha=-307.18812 homo_ev="-7.704 / -7.704" e_above_lowest_ev=7.491
O -0.014 -0.662 1.905
C 0.542 -0.691 0.693
C -1.242 -1.153 -0.976
C -1.267 0.202 -0.986
C -0.803 1.345 -0.718
C 0.927 0.614 0.128
C 2.081 1.049 0.297
H -0.403 0.220 2.034
H 1.164 -1.579 0.584
H -2.046 -1.695 -0.478
H -0.845 -1.653 -1.862
H -1.063 2.358 -0.995
H 2.971 1.646 0.373

14
Properties=species:S:1:pos:R:3 method="wB97M-V/def2-TZVPD" smiles="O=C1C=CC2(CC2)O1" multiplicity=1 total_energy_ha=-382.66154 homo_ev=-9.814 e_above_lowest_ev=0.659
O -3.145 -0.948 0.060
C -2.057 -0.428 -0.058
C -1.678 1.036 -0.121
C -0.373 1.201 0.024
C 0.287 -0.144 -0.053
C 1.604 -0.530 -0.713
C 1.462 -0.537 0.742
O -0.859 -1.088 -0.135
H -2.462 1.737 -0.077
H 0.226 2.122 0.080
H 1.630 -1.505 -1.208
H 2.172 0.283 -1.163
H 1.754 0.289 1.369
H 1.440 -1.487 1.253